145
Properties=species:S:1:pos:R:3 method="wB97M-V/def2-TZVPD" total_charge=+4 homo_lumo_gap_ha=0.28261 homo_ev=-17.6 multiplicity=1
N 0.711 0.479 -1.405
H 1.047 -0.074 -0.586
H 0.424 -0.204 -2.104
H 1.469 1.069 -1.804
H -0.181 1.067 -1.164
C -5.935 3.305 -0.737
C -4.614 2.721 -0.423
O -3.672 3.227 0.131
N -4.373 1.371 -0.922
H -4.105 1.507 -1.886
H -3.523 1.088 -0.500
C -5.469 0.370 -0.810
H -5.993 3.069 -1.836
H -5.971 4.343 -0.505
H -6.704 2.763 -0.192
H -6.454 0.865 -0.635
H -5.260 -0.324 0.014
H -5.529 -0.159 -1.751
C 2.773 -5.047 -1.139
C 4.235 -4.670 -0.766
O 4.925 -5.066 0.091
N 4.543 -3.514 -1.681
H 3.560 -3.211 -2.017
H 4.884 -2.667 -1.128
C 5.398 -3.908 -2.873
H 2.104 -4.269 -0.731
H 2.462 -5.981 -0.593
H 2.567 -5.112 -2.239
H 6.229 -4.476 -2.489
H 5.780 -2.970 -3.230
H 4.831 -4.438 -3.617
C -2.277 6.843 -7.170
C -2.323 5.507 -6.523
O -1.599 4.577 -6.551
N -3.522 5.366 -5.591
H -3.125 4.721 -4.821
H -3.703 6.258 -5.219
C -4.671 4.677 -6.267
H -3.287 7.069 -7.546
H -1.560 6.793 -7.960
H -1.937 7.647 -6.506
H -4.853 5.099 -7.265
H -5.506 4.822 -5.600
H -4.362 3.601 -6.304
C 0.491 4.264 2.032
C -0.533 3.344 2.515
O -1.515 3.575 3.211
N -0.329 1.864 2.186
H -1.049 1.668 1.558
H 0.586 1.660 1.756
C -0.500 0.907 3.324
H 0.220 5.282 2.120
H 0.740 4.020 0.991
H 1.390 4.025 2.633
H -1.526 0.813 3.720
H 0.077 1.278 4.122
H -0.043 -0.038 3.027
C 3.905 4.299 -2.034
C 2.887 3.427 -2.564
O 2.623 2.353 -2.049
N 2.268 3.882 -3.665
H 2.544 4.748 -4.052
H 4.428 0.648 -1.293
C 1.304 3.047 -4.384
H 4.055 4.247 -0.947
H 3.730 5.330 -2.256
H 4.853 4.100 -2.515
H 0.334 3.024 -3.876
H 1.660 2.006 -4.478
H 1.185 3.409 -5.391
C 5.801 3.230 1.441
C 5.629 3.120 2.953
O 5.648 3.950 3.798
N 5.259 1.729 3.402
H 4.180 1.708 3.469
H 5.613 1.134 2.655
C 5.945 1.291 4.659
H 5.891 4.281 1.072
H 4.826 2.812 1.060
H 6.608 2.579 1.118
H 5.591 0.293 4.850
H 5.559 1.938 5.445
H 7.022 1.348 4.590
C -2.415 -2.110 -5.998
C -2.607 -2.146 -4.471
O -3.529 -1.823 -3.773
N -1.429 -2.903 -3.818
H -1.431 -3.802 -4.286
H -0.541 -2.382 -4.146
C -1.666 -3.020 -2.304
H -1.394 -1.712 -6.222
H -3.192 -1.464 -6.376
H -2.413 -3.122 -6.408
H -0.756 -3.451 -1.918
H -2.502 -3.739 -2.189
H -1.881 -2.000 -1.997
C -2.886 -2.441 4.333
C -3.058 -3.867 4.941
C -2.578 -5.000 4.149
C -1.079 -5.113 3.901
C -0.301 -5.253 5.162
C -0.686 -4.212 6.362
N -2.153 -3.828 6.262
O -2.670 -3.510 7.338
C 0.235 -3.028 6.349
C -0.602 -4.894 7.802
C -4.467 -3.964 5.442
H -3.258 -1.717 5.144
H -3.339 -2.318 3.348
H -1.773 -2.462 4.089
H -3.188 -5.023 3.256
H -2.819 -5.928 4.731
H -0.728 -4.301 3.196
H -0.961 -6.034 3.335
H 0.732 -5.033 5.081
H -0.581 -6.164 5.623
H -0.032 -2.497 7.253
H 0.055 -2.356 5.535
H 1.266 -3.404 6.395
H 0.407 -5.269 7.742
H -1.393 -5.653 7.964
H -0.777 -4.195 8.629
H -5.100 -3.808 4.545
H -4.763 -3.128 6.079
H -4.696 -5.002 5.777
N 5.371 -0.463 -0.085
O 4.572 -0.321 -1.119
O 5.896 0.494 0.411
O 5.538 -1.595 0.316
N 2.613 0.965 1.888
O 3.418 0.020 1.831
O 2.585 1.648 2.937
O 1.928 1.272 0.938
N -1.744 -0.823 0.543
O -0.714 -1.273 0.952
O -1.789 0.421 0.236
O -2.709 -1.579 0.332
N 1.923 -2.183 -3.445
O 1.905 -1.964 -2.190
O 0.971 -1.672 -4.157
O 2.806 -2.884 -3.938
N -2.590 3.063 -3.162
O -2.205 4.075 -3.785
O -1.827 2.415 -2.502
O -3.796 2.733 -3.205